(1)
Below is C19H17N5OS2 in the gas phase, with properties calculated with ωB97M-V/def2-TZVPD.

Geometry as XYZ:
```
44
Properties=species:S:1:pos:R:3:forces:R:3
C -5.073 -0.955 -0.444 0.04 0.04 -0.02
C -4.176 0.235 -0.284 0.07 -0.03 -0.04
C -4.469 1.443 -0.895 0.00 -0.03 0.04
C -3.626 2.531 -0.748 0.02 0.06 0.00
C -2.495 2.427 0.039 -0.04 -0.02 -0.07
C -2.177 1.238 0.682 -0.02 -0.05 0.07
C -3.015 0.137 0.491 -0.06 0.29 -0.15
N -2.706 -1.102 1.097 -0.71 0.21 0.34
C -1.596 -1.807 0.832 0.95 -0.12 -0.87
N -1.224 -2.867 1.474 -1.46 0.47 0.85
N -0.091 -3.392 1.029 1.36 -0.74 -0.46
C 0.432 -2.764 0.043 -0.45 0.85 -0.39
S 1.931 -3.271 -0.678 0.53 -0.12 -0.40
C 2.303 -1.867 -1.800 -0.30 -0.56 0.38
C 2.391 -0.562 -1.077 0.01 0.32 -0.17
N 1.742 0.438 -1.546 -0.05 -0.45 -0.57
C 1.781 1.623 -0.853 0.30 0.30 0.57
C 1.034 2.705 -1.328 0.04 0.01 0.08
C 1.031 3.893 -0.633 -0.03 -0.06 -0.09
C 1.765 4.033 0.543 0.07 0.02 0.14
C 2.505 2.977 1.026 0.04 -0.09 0.01
C 2.521 1.764 0.336 -0.28 0.24 -0.29
C 3.282 0.625 0.847 0.07 -0.20 -0.01
O 3.968 0.602 1.843 0.07 0.08 0.13
N 3.145 -0.516 0.056 0.14 -0.03 0.07
H 3.614 -1.355 0.382 -0.14 0.13 0.03
H 3.081 3.055 1.936 0.04 0.02 0.08
H 1.752 4.972 1.076 0.01 0.07 0.05
H 0.452 4.728 -1.003 -0.05 0.06 -0.04
H 0.465 2.576 -2.235 -0.07 -0.02 -0.11
H 3.261 -2.133 -2.249 -0.03 -0.02 -0.03
H 1.540 -1.800 -2.574 0.14 0.11 0.00
S -0.512 -1.358 -0.493 -0.27 -0.81 0.78
H -3.402 -1.558 1.669 0.11 -0.04 -0.02
C -0.973 1.173 1.571 0.04 0.05 0.03
H -1.092 0.418 2.345 0.05 -0.01 0.04
H -0.083 0.929 0.990 0.06 0.00 0.08
H -0.802 2.138 2.040 0.02 0.06 0.05
H -1.846 3.280 0.171 0.07 0.10 0.03
H -3.859 3.463 -1.240 -0.03 0.10 -0.04
H -5.360 1.528 -1.500 -0.09 -0.01 -0.07
H -5.833 -0.762 -1.196 -0.08 -0.01 -0.02
H -4.501 -1.833 -0.743 -0.02 -0.08 0.00
H -5.575 -1.187 0.496 -0.08 -0.10 0.02
```
Positions in Å, forces in eV/Å.

Results
- electronic energy (Ha) = -1879.67097
- energy relative to the best compared isomer or geometry (same formula, charge and spin) (kJ/mol) = 38.8
- LUMO energy (hartree) = 0.0089
- SMILES string = Cc1cccc(C)c1Nc1nnc(SCc2nc3ccccc3c(=O)[nH]2)s1
- orbital gap (eV) = 8.3603

***

(2)
Below is C5H5NO2 in the gas phase, with properties calculated with ωB97M-V/def2-TZVPD.

Geometry as XYZ:
```
13
Properties=species:S:1:pos:R:3:forces:R:3
C 0.219 -0.150 0.047 0.72 2.29 0.04
C 0.101 -1.534 -0.294 2.21 -1.31 -1.49
C -0.884 0.651 0.643 -2.22 -0.54 -0.03
C -0.915 0.669 -0.855 1.38 -1.65 -0.51
C 1.679 0.170 0.290 -1.92 0.78 -1.83
N 2.766 0.405 -0.091 -0.56 -0.99 1.89
O 3.959 0.475 -0.073 0.57 0.51 -0.83
O -0.868 -2.180 0.189 -1.63 -0.76 0.48
H -1.780 0.135 1.012 0.45 -0.18 0.36
H -0.771 1.543 1.237 0.56 0.22 -0.26
H -1.527 -0.114 -1.486 1.05 1.87 1.54
H -0.560 1.553 -1.382 -0.04 -0.34 0.05
H -1.420 -1.623 0.764 -0.58 0.09 0.58
```
Positions in Å, forces in eV/Å.

Results
- electronic energy (Ha) = -398.49947
- energy relative to the best compared isomer or geometry (same formula, charge and spin) (kJ/mol) = 732.5
- LUMO energy (hartree) = 0.0118
- orbital gap (eV) = 8.9532

***

(3)
Below is 6 unconnected molecules or ions with the total composition C37H77FI2N2, with properties calculated with ωB97M-V/def2-TZVPD.

Geometry as XYZ:
```
119
Properties=species:S:1:pos:R:3:forces:R:3
C -5.997 3.261 -1.833 1.47 -0.48 0.57
C -5.459 2.029 -0.890 -2.41 -0.10 -0.25
I -3.692 2.626 0.237 -0.65 -0.28 -0.39
C -5.337 0.630 -1.670 -0.37 1.29 -1.01
I -5.795 -1.047 -0.299 0.43 0.77 -0.78
C -3.991 0.410 -2.510 0.66 -0.91 -0.62
F -4.329 -0.542 -3.577 0.53 1.75 1.72
C -3.429 1.707 -3.252 -1.12 3.74 -2.16
N -3.260 2.745 -3.858 -0.75 -5.86 3.38
C -2.781 -0.298 -1.684 1.76 1.78 -1.00
C -1.451 0.578 -2.019 3.97 1.80 0.16
N -0.423 1.223 -2.166 -6.24 -3.96 0.83
H -6.641 2.853 -2.688 0.84 0.66 1.30
H -6.578 3.972 -1.140 0.91 -1.04 -1.29
H -5.039 3.761 -2.247 -1.96 -0.54 0.45
H -6.304 1.886 -0.106 1.73 0.05 -1.22
H -6.210 0.608 -2.438 1.57 -0.04 1.32
H -2.613 -1.350 -2.102 -0.37 1.54 0.78
H -2.898 -0.242 -0.549 -0.01 -0.23 -1.76
C 1.162 -2.227 -0.832 -0.19 -0.09 0.28
C 2.348 -1.326 -1.106 0.13 0.21 -0.17
C 2.963 -1.542 -2.490 0.13 0.10 -0.01
C 3.546 -2.936 -2.740 -0.11 -0.06 0.05
C 4.632 -3.377 -1.756 -0.02 -0.06 -0.17
C 5.870 -2.494 -1.790 0.08 -0.03 0.16
H 1.436 -3.285 -0.835 -0.03 0.03 -0.04
H 0.740 -2.001 0.152 -0.05 -0.07 -0.10
H 0.383 -2.068 -1.583 0.00 -0.06 0.01
H 3.103 -1.460 -0.325 0.02 -0.03 -0.06
H 2.014 -0.285 -1.033 0.08 -0.05 -0.02
H 3.741 -0.787 -2.649 -0.05 -0.05 -0.01
H 2.198 -1.346 -3.251 0.03 0.02 0.06
H 3.958 -2.961 -3.756 -0.01 -0.01 0.06
H 2.739 -3.676 -2.726 0.01 0.04 -0.02
H 4.928 -4.402 -2.006 -0.07 0.05 0.05
H 4.233 -3.414 -0.737 -0.04 0.00 -0.04
H 6.309 -2.477 -2.792 -0.03 0.05 0.06
H 6.625 -2.877 -1.097 0.01 0.09 -0.07
H 5.642 -1.466 -1.496 0.03 -0.03 -0.04
C 4.775 -1.854 2.141 -0.18 -0.07 0.13
C 4.602 -0.343 2.093 0.03 0.05 -0.13
C 5.847 0.392 1.593 -0.05 0.16 0.00
C 7.097 0.228 2.462 0.01 -0.14 0.02
C 6.940 0.665 3.920 0.15 -0.01 -0.08
C 6.626 2.146 4.075 -0.05 0.03 0.15
H 5.559 -2.149 2.842 -0.01 -0.02 -0.06
H 3.843 -2.327 2.468 0.11 -0.04 -0.05
H 5.025 -2.249 1.153 0.05 0.00 0.05
H 4.309 0.026 3.081 0.04 0.03 -0.03
H 3.769 -0.109 1.421 0.05 0.05 0.08
H 5.610 1.457 1.492 0.04 -0.06 0.00
H 6.083 0.041 0.581 -0.03 0.00 0.06
H 7.913 0.801 2.006 -0.04 -0.02 0.04
H 7.420 -0.819 2.443 -0.02 0.04 -0.02
H 7.877 0.452 4.448 -0.09 -0.04 -0.03
H 6.168 0.071 4.417 0.01 -0.01 -0.04
H 7.409 2.760 3.621 -0.08 -0.02 -0.01
H 6.562 2.408 5.134 0.00 0.07 -0.09
H 5.671 2.406 3.611 0.07 0.03 -0.01
C 1.996 -0.931 -7.151 -0.22 0.08 -0.01
C 1.829 -2.330 -6.573 0.12 0.01 0.09
C 3.081 -3.196 -6.716 -0.05 -0.14 0.06
C 3.519 -3.484 -8.155 0.00 0.13 -0.07
C 2.467 -4.164 -9.034 0.17 -0.01 -0.02
C 2.063 -5.543 -8.533 -0.15 -0.04 -0.07
H 2.180 -0.958 -8.227 0.03 0.03 0.04
H 1.086 -0.346 -6.987 0.13 0.01 -0.04
H 2.825 -0.406 -6.669 -0.01 -0.02 -0.06
H 0.967 -2.819 -7.037 0.05 -0.03 0.01
H 1.591 -2.239 -5.507 0.00 -0.06 -0.06
H 2.914 -4.143 -6.189 0.04 0.04 -0.03
H 3.912 -2.707 -6.194 -0.06 -0.01 -0.03
H 4.416 -4.113 -8.124 -0.05 0.02 -0.01
H 3.826 -2.549 -8.636 0.00 -0.04 0.04
H 2.876 -4.267 -10.045 -0.05 0.06 0.07
H 1.579 -3.531 -9.127 0.05 0.02 0.02
H 2.932 -6.205 -8.473 -0.06 0.03 0.04
H 1.340 -5.995 -9.218 0.05 -0.04 0.09
H 1.597 -5.494 -7.546 0.04 -0.04 -0.04
C -9.318 1.095 -1.273 0.08 -0.12 -0.17
C -10.811 0.977 -1.002 -0.06 0.15 0.03
C -11.211 1.447 0.398 -0.14 -0.02 0.02
C -10.599 0.651 1.554 0.13 -0.01 -0.03
C -10.895 -0.850 1.543 0.04 0.09 0.14
C -12.377 -1.173 1.671 -0.03 -0.16 -0.06
H -8.734 0.462 -0.601 0.01 0.04 -0.01
H -9.096 0.782 -2.298 0.06 0.04 0.08
H -8.981 2.130 -1.156 0.01 -0.02 0.03
H -11.134 -0.056 -1.168 0.00 0.04 0.04
H -11.347 1.586 -1.738 -0.01 -0.08 0.06
H -12.303 1.425 0.477 0.08 0.00 0.01
H -10.924 2.499 0.513 -0.01 -0.06 -0.03
H -10.963 1.077 2.497 0.02 -0.04 -0.05
H -9.513 0.794 1.561 -0.04 0.02 0.00
H -10.365 -1.313 2.383 0.01 0.04 -0.10
H -10.494 -1.313 0.636 0.02 0.04 0.01
H -12.789 -0.755 2.594 -0.01 0.00 -0.08
H -12.526 -2.256 1.695 -0.07 0.09 0.01
H -12.950 -0.780 0.828 0.00 -0.01 0.07
C 2.347 4.862 10.053 -0.17 -0.10 0.11
C 3.192 3.689 9.576 0.13 0.06 0.03
C 4.187 4.068 8.477 0.08 -0.13 -0.04
C 3.562 4.578 7.176 -0.09 0.09 0.04
C 2.579 3.618 6.502 0.08 0.12 -0.08
C 3.219 2.308 6.067 -0.12 -0.12 -0.03
H 1.721 5.262 9.253 0.04 0.03 0.04
H 1.683 4.542 10.863 0.04 0.11 -0.07
H 2.979 5.667 10.436 -0.05 0.00 -0.06
H 2.538 2.878 9.239 0.05 0.02 -0.02
H 3.753 3.294 10.430 -0.03 -0.03 -0.09
H 4.820 3.200 8.262 -0.03 0.06 -0.01
H 4.862 4.841 8.862 -0.05 -0.05 0.00
H 4.370 4.809 6.472 -0.05 -0.03 0.02
H 3.050 5.528 7.365 0.04 -0.04 0.01
H 2.163 4.113 5.618 -0.01 -0.01 0.10
H 1.731 3.412 7.163 0.03 0.04 0.01
H 4.043 2.490 5.371 -0.03 -0.04 0.08
H 2.482 1.679 5.560 0.11 -0.02 0.01
H 3.605 1.744 6.919 0.02 0.01 -0.06
```
Positions in Å, forces in eV/Å.

Results
- electronic energy (Ha) = -2260.63433
- LUMO energy (hartree) = -0.0228
- SMILES string = C[C@H](I)[C@H](I)[C@@](F)(C#N)CC#N.CCCCCC.CCCCCC.CCCCCC.CCCCCC.CCCCCC
- orbital gap (eV) = 9.3465

***

Question: The highest electronic energy belongs to which entry?
Answer: C5H5NO2

***

Question: Look up the LUMO energy of the second one.
Answer: 0.0118 hartree